No. 1
Here is a molecular structure, H8KO4 from OMol25. Energies are from ωB97M-V with the def2-TZVPD basis set.

## Properties
Energy above the lowest of the compared OMol25 structures with the same formula, charge and spin   21.9 kJ/mol
E_HOMO   -15.32 eV
Net charge   +1

Geometry (Å):
O (-9.4587, 15.5769, -7.7977)
O (-10.4626, 14.5022, -4.5044)
H (-11.1907, 14.9123, -4.0377)
H (-10.3430, 17.3637, -2.8632)
H (-9.1627, 14.7281, -8.1265)
H (-7.0620, 18.2800, -8.0157)
H (-10.8275, 14.2641, -5.3566)
H (-10.9168, 18.1415, -4.0284)
O (-7.3270, 17.5954, -7.4014)
K (-8.1393, 16.0592, -5.1669)
H (-8.1103, 17.2104, -7.7943)
O (-10.1746, 17.5916, -3.7775)
H (-10.3849, 15.6170, -8.0359)

Want to see where the charge sits? The Löwdin charges in e are:
1 O -0.059
2 O -0.089
3 H 0.045
4 H 0.052
5 H 0.066
6 H 0.058
7 H 0.038
8 H 0.056
9 O -0.096
10 K 0.957
11 H -0.013
12 O -0.082
13 H 0.066

No. 2
Here is a molecular structure, C17H22PReS4Sb from OMol25. Energies are from ωB97M-V with the def2-TZVPD basis set.

## Properties
Energy above the lowest of the compared OMol25 structures with the same formula, charge and spin   13.1 kJ/mol
E_HOMO   -17.73 eV
Net charge   +3

Geometry (Å):
C (2.2898, 3.5163, -0.1742)
C (1.4829, -0.7707, -4.1089)
Sb (-4.0075, 1.9900, 4.7108)
H (1.0093, 2.4431, 2.0124)
H (0.0047, 3.7056, 1.2565)
H (-2.6122, -2.3592, -1.0628)
H (1.4555, -4.4240, 3.4790)
H (1.9744, -0.6688, -0.7713)
C (2.1494, -0.6711, -2.8899)
C (0.0362, -0.7807, -1.7431)
C (-0.6299, -0.8911, -2.9707)
C (0.3938, 2.6923, 1.1425)
H (3.2290, -0.6107, -2.8664)
C (1.5947, -2.5186, 2.5033)
H (0.9174, 2.4261, -2.3291)
H (2.5211, -2.2479, 2.9911)
H (2.9484, 3.3891, 0.6836)
S (-1.4525, 0.7100, 2.9992)
H (-1.7059, -0.9827, -3.0265)
C (0.9928, -3.7443, 2.7760)
H (-0.5546, 1.9636, -1.5329)
C (1.1476, 2.4770, -0.1909)
S (-5.4983, 0.8555, 3.6626)
C (1.4343, -0.6805, -1.7086)
H (-0.6484, -5.0616, 2.3574)
H (1.5012, -0.7106, 1.3783)
C (1.0094, -1.6563, 1.5954)
C (-0.1924, -4.1034, 2.1489)
H (1.6226, 1.4894, -0.1827)
C (0.3020, 2.6424, -1.4561)
C (0.0999, -0.8914, -4.1474)
H (-3.1900, -1.4051, 0.3193)
C (-0.1845, -2.0184, 0.9604)
S (-2.8670, 3.3722, 5.8875)
H (2.8806, 3.3917, -1.0824)
H (-0.0721, 3.6638, -1.5439)
C (-2.6111, -1.3685, -0.6026)
H (-0.4119, -0.9956, -5.0943)
P (-0.9058, -0.9080, -0.2376)
Re (-1.0737, 1.2760, 1.0459)
H (1.8779, 4.5252, -0.1606)
S (-2.7442, 2.1434, 0.2953)
H (-1.7141, -3.5394, 0.7592)
H (-3.0537, -0.6532, -1.2929)
C (-0.7933, -3.2410, 1.2430)
H (2.0482, -0.7699, -5.0315)

Want to see where the charge sits? The Löwdin charges in e are:
1 C -0.024
2 C -0.003
3 Sb 0.543
4 H 0.086
5 H 0.099
6 H 0.086
7 H 0.132
8 H 0.095
9 C -0.026
10 C -0.368
11 C -0.063
12 C -0.282
13 H 0.129
14 C -0.033
15 H 0.103
16 H 0.128
17 H 0.100
18 S 0.261
19 H 0.106
20 C -0.011
21 H 0.014
22 C -0.484
23 S 0.178
24 C -0.092
25 H 0.130
26 H 0.090
27 C -0.134
28 C -0.022
29 H 0.100
30 C -0.087
31 C -0.021
32 H 0.066
33 C -0.402
34 S 0.216
35 H 0.108
36 H 0.107
37 C -0.220
38 H 0.131
39 P 0.929
40 Re 0.550
41 H 0.105
42 S 0.439
43 H 0.111
44 H 0.054
45 C -0.057
46 H 0.133

No. 3
Here is 5 unconnected molecules or ions with the total composition C16H22O15 from OMol25. Energies are from ωB97M-V with the def2-TZVPD basis set.

## Properties
2S+1   2
E_HOMO (spin up / spin down)   -13.76 / -13.76 eV
Net charge   +1

Geometry (Å):
O (-15.8812, -5.3535, 7.8937)
C (-14.0443, -10.1911, 12.4835)
H (-18.4220, -3.8547, 8.8683)
H (-9.6659, -4.6554, 11.4767)
H (-12.3703, -8.7031, 12.4934)
C (-14.1535, -9.7295, 10.2799)
C (-12.2036, -4.4184, 12.8528)
H (-10.5809, -6.7026, 11.9135)
C (-20.8595, -3.3071, 8.1868)
H (-16.0729, -1.2812, 10.7051)
H (-20.6049, -3.4890, 7.1426)
O (-20.8746, -3.9576, 10.5559)
O (-20.1467, -4.2358, 12.6038)
H (-14.9629, -6.2769, 10.8235)
H (-10.7639, -4.6216, 10.0899)
H (-16.8017, -6.6396, 9.2999)
O (-16.3801, -2.5565, 13.2069)
H (-12.0093, -6.4767, 10.8044)
O (-15.1760, -3.1735, 8.1277)
C (-15.6337, -1.4519, 13.5109)
H (-14.5130, -2.1642, 10.6497)
H (-20.3887, -2.3619, 8.4568)
H (-21.8880, -2.9666, 8.3070)
O (-13.0815, -3.8847, 13.5993)
O (-14.4491, -9.7817, 9.1163)
C (-11.3803, -6.0407, 11.5805)
C (-20.5266, -4.4271, 9.2154)
C (-19.0402, -4.6192, 9.3390)
O (-14.5865, -4.7925, 9.5537)
O (-14.9926, -1.0166, 12.3886)
O (-13.5165, -8.6845, 10.8592)
C (-15.2519, -4.3281, 8.4778)
H (-17.1118, -3.1699, 11.4170)
H (-13.2916, -10.9208, 12.7818)
C (-13.4205, -8.8706, 12.2544)
H (-18.8993, -5.5949, 8.8738)
C (-14.7238, -6.1421, 9.7686)
H (-21.1413, -5.3162, 9.0749)
O (-18.8754, -4.7180, 10.7016)
O (-11.4010, -3.7647, 12.0018)
C (-16.1355, -3.0301, 11.8811)
H (-15.5730, -7.3471, 8.2902)
H (-13.7528, -6.5514, 9.4898)
H (-14.9046, -10.1954, 13.1529)
C (-19.9416, -4.2586, 11.4039)
O (-15.6947, -0.9284, 14.5910)
H (-14.0606, -8.1571, 12.7734)
O (-11.9805, -5.7514, 12.8103)
C (-10.7110, -4.7201, 11.1741)
O (-14.5518, -10.5355, 11.2765)
H (-15.6728, -3.9952, 12.0873)
C (-15.8759, -6.4163, 8.7697)
C (-15.3438, -1.8504, 11.2816)

Want to see where the charge sits? The Löwdin charges in e are:
1 O 0.109
2 C -0.162
3 H 0.140
4 H 0.137
5 H 0.136
6 C -0.523
7 C -0.487
8 H 0.141
9 C -0.010
10 H 0.153
11 H 0.094
12 O 0.111
13 O 0.149
14 H 0.133
15 H 0.137
16 H 0.127
17 O 0.265
18 H 0.111
19 O 0.152
20 C -0.411
21 H 0.143
22 H 0.084
23 H 0.087
24 O 0.069
25 O 0.163
26 C -0.135
27 C -0.242
28 C -0.147
29 O 0.020
30 O 0.121
31 O 0.020
32 C -0.544
33 H 0.159
34 H 0.145
35 C -0.128
36 H 0.137
37 C -0.128
38 H 0.164
39 O 0.038
40 O 0.079
41 C 0.010
42 H 0.134
43 H 0.122
44 H 0.148
45 C -0.573
46 O 0.332
47 H 0.133
48 O 0.058
49 C -0.072
50 O 0.092
51 H 0.176
52 C -0.120
53 C -0.053

No. 4
Here is a single CH3NO2S molecule from OMol25. Energies are from ωB97M-V with the def2-TZVPD basis set.

## Properties
Energy above the lowest of the compared OMol25 structures with the same formula, charge and spin   184.3 kJ/mol
E_HOMO   -9.84 eV
Net charge   0

Geometry (Å):
S (-1.6163, 0.1469, -0.3604)
H (0.7239, -1.2194, 0.4352)
O (-1.8598, -1.0966, 0.2609)
N (1.0641, -0.4636, -0.0017)
H (0.3787, 1.1540, -1.3022)
O (-0.7068, 1.1758, 0.6193)
H (1.8983, -0.2109, 0.6383)
C (0.1179, 0.5137, -0.2894)

Want to see where the charge sits? The Löwdin charges in e are:
1 S 0.988
2 H 0.010
3 O -0.459
4 N 0.055
5 H 0.160
6 O -0.272
7 H 0.145
8 C -0.627

No. 5
Here is 12 unconnected molecules or ions with the total composition C6H36O12 from OMol25. Energies are from ωB97M-V with the def2-TZVPD basis set.

## Properties
Energy above the lowest of the compared OMol25 structures with the same formula, charge and spin   335.9 kJ/mol
E_HOMO   -9.85 eV
Net charge   0

Geometry (Å):
O (1.7143, 1.5819, 4.3407)
H (-1.0045, 1.1377, 1.9675)
H (-4.5863, 0.6651, 0.2211)
C (0.1136, -1.7856, 1.1955)
H (-1.9841, 1.5317, 0.9407)
H (2.6686, -1.1346, 2.6406)
H (-3.6410, -2.6766, -1.2889)
O (-0.6634, 0.2510, 3.8675)
O (0.5187, 2.6398, -0.0326)
C (1.9538, -0.1946, 0.1244)
H (-0.0309, -1.3189, -3.1062)
H (2.2643, 3.5264, -0.2787)
C (2.2731, 1.2204, -0.5552)
H (0.5154, -2.7685, 1.1413)
H (-2.1752, 0.7815, -2.7495)
H (-2.6687, -0.6816, -2.5211)
H (0.0598, 0.9557, 4.1051)
O (0.3481, -3.7330, -1.0253)
O (-1.2541, 2.2465, -2.2470)
H (2.2153, -0.0688, 1.1877)
H (-0.9433, -2.0251, 1.2958)
H (3.3626, 1.4341, -0.8484)
H (-1.1893, 0.2021, 4.6408)
H (-3.5513, 0.5341, -0.8688)
H (2.3772, 0.8286, 4.4852)
H (-0.2379, 1.1220, -3.4383)
O (-1.4815, 1.9649, 1.6061)
H (4.0573, -1.1177, -0.1494)
H (2.3540, 2.6055, 1.0173)
O (-0.7316, -1.9292, -3.1936)
H (2.0010, 2.3569, 3.7810)
O (-2.9440, 0.2010, -2.5208)
H (-0.5613, -3.6766, -0.7685)
C (0.5905, -0.8549, -0.0540)
H (0.5266, -1.4085, -1.0366)
H (2.9023, -1.0681, -1.6907)
H (0.0262, 2.4689, 0.8178)
H (-0.7696, -2.4188, -2.4212)
H (4.0734, -1.0876, 3.2674)
O (3.2329, -0.6008, 3.2710)
C (3.0297, -1.1879, -0.5695)
H (1.7379, 1.2743, -1.4766)
H (0.4260, -4.6635, -1.1361)
H (2.8394, -2.2092, -0.2090)
H (0.2561, -1.0925, 2.0540)
O (0.1785, 0.3992, -3.8620)
H (0.9412, 0.5373, -4.4368)
H (-0.0886, -0.0264, -0.4178)
O (-3.2881, -2.5102, -0.5121)
O (-3.7567, 0.1774, 0.0119)
C (1.8367, 2.5208, 0.0853)
H (-0.5671, 2.2764, -1.5292)
H (-1.8149, 3.0339, -2.0363)
H (-3.5590, -1.6461, -0.1448)

Want to see where the charge sits? The Löwdin charges in e are:
1 O -0.109
2 H 0.070
3 H 0.082
4 C -0.052
5 H -0.002
6 H 0.057
7 H -0.056
8 O -0.092
9 O -0.086
10 C -0.321
11 H -0.029
12 H 0.142
13 C -0.142
14 H 0.039
15 H 0.024
16 H -0.010
17 H 0.053
18 O -0.025
19 O -0.080
20 H 0.091
21 H 0.059
22 H 0.140
23 H 0.016
24 H 0.006
25 H 0.069
26 H -0.021
27 O -0.056
28 H 0.068
29 H 0.096
30 O -0.019
31 H 0.080
32 O -0.049
33 H 0.030
34 C -0.199
35 H 0.074
36 H 0.099
37 H 0.081
38 H -0.044
39 H 0.058
40 O -0.076
41 C -0.067
42 H 0.081
43 H 0.043
44 H 0.059
45 H 0.048
46 O -0.028
47 H 0.072
48 H 0.104
49 O -0.006
50 O -0.076
51 C -0.354
52 H 0.046
53 H 0.102
54 H 0.012

No. 6
Here is 12 unconnected molecules or ions with the total composition C48H65N7O15 from OMol25. Energies are from ωB97M-V with the def2-TZVPD basis set.

## Properties
Energy above the lowest of the compared OMol25 structures with the same formula, charge and spin   636.1 kJ/mol
E_HOMO   -7.01 eV
Net charge   0

Geometry (Å):
C (3.0335, 4.2361, -2.4988)
O (-2.4195, -2.0653, 0.7339)
C (-6.0845, -4.3741, -1.8357)
H (2.5118, 4.3080, -5.4511)
H (-4.4060, 2.8187, 4.8492)
H (3.8039, 3.0643, 0.5079)
O (3.5456, -1.9659, -0.9882)
C (-2.0022, -2.8456, 4.9901)
H (-4.6502, -3.1111, 3.2141)
H (7.4072, 0.0587, -2.4884)
H (-2.3894, 6.1307, 0.7588)
C (2.9429, 4.8809, -4.6301)
C (4.3330, 4.6607, -4.1968)
H (1.0418, -0.1267, 1.8853)
H (-2.5260, -3.4358, 2.9282)
O (-0.2930, -1.6004, 1.3110)
H (0.0861, 3.8299, 3.0168)
H (-5.0767, -2.6685, 6.0334)
H (-4.1403, 2.5665, 2.4641)
C (4.3003, -1.6090, -1.9356)
C (2.0280, -0.1623, -6.9016)
H (-4.1812, 1.0726, 5.1832)
H (-0.1324, 5.8484, -0.7916)
C (5.5215, -1.7781, -3.8303)
C (4.0481, -1.9663, 3.1313)
N (2.2630, -3.3556, 2.7193)
H (-3.4018, -6.1684, 0.0295)
C (0.6959, -0.6846, 1.0152)
C (-7.5962, -2.7371, -1.3845)
H (3.0944, -0.7465, 4.6387)
N (4.0628, 2.7230, 1.4226)
C (-4.6706, 0.5066, 2.6554)
H (-3.3280, -4.5469, 0.5291)
N (-2.7090, -3.0722, 3.8526)
O (-1.2708, -0.1472, -0.0112)
H (-6.0883, -1.3844, -0.5438)
N (-0.2018, 4.3117, 2.1771)
H (1.2776, -0.2836, -3.6659)
O (1.0475, -5.0118, 1.0507)
H (6.5405, -2.1637, -3.8636)
C (-2.1094, -5.8641, 1.7627)
H (-5.6927, -5.1957, -2.4170)
H (0.3434, 2.2247, -1.0076)
C (-0.3813, 5.4579, 0.1841)
H (-4.4057, -3.0782, -0.9557)
C (-3.3848, 3.0792, -1.1560)
C (2.1267, 1.1911, -5.1804)
H (-2.5634, -2.3273, 7.0534)
C (-1.4883, -7.2136, 1.6893)
O (-0.4890, 1.4186, 3.9395)
C (-4.0426, -2.8752, 4.0753)
C (-1.5148, 5.5267, 0.9504)
C (4.7245, 1.4109, 3.0638)
H (-1.9718, -7.8892, 0.9837)
O (-2.4993, 2.1848, 4.8541)
H (-2.7017, 3.4990, -0.4325)
C (5.1655, 3.6343, -4.9469)
O (-0.1854, -6.9323, 1.2817)
H (3.8945, -3.3990, 1.4072)
C (-3.7906, 1.6941, 3.0162)
H (1.6584, -4.0659, 2.3321)
C (3.8610, 3.4664, 2.6117)
H (4.8349, -2.0327, -4.6377)
H (-1.3636, -7.6373, 2.6858)
H (-5.9558, 1.4674, -2.2962)
C (0.3246, 1.7532, -0.0251)
H (5.3804, 4.0082, -5.9480)
C (0.4836, 4.7822, 1.0720)
H (4.7751, 0.1679, -4.0836)
H (-4.4970, 0.1382, 1.6444)
H (5.0329, 0.5108, 3.5748)
H (2.5649, 1.9533, -7.1943)
C (1.8864, -2.3239, 3.5594)
H (-4.2936, -5.8047, 1.3915)
H (1.2494, 2.2348, 0.2924)
O (-2.4347, 1.3292, 2.9259)
H (-8.4393, -2.0623, -1.3792)
C (2.9531, -1.5762, 3.9619)
H (1.5967, -1.2243, 0.7230)
O (2.2500, 4.4824, -3.4929)
C (-1.4298, 4.7972, 2.1086)
H (-8.1721, -4.5221, -2.5225)
C (1.5868, 0.0095, -4.6583)
H (-0.9313, -2.9856, 4.9986)
C (-5.4291, -3.2749, -1.2394)
O (4.6956, -0.3624, -2.1176)
H (6.4520, 1.5245, -2.8686)
C (4.4821, 1.4551, 1.7601)
C (0.0033, -5.6077, 1.2140)
H (1.5134, -1.8461, -5.6770)
C (-4.1651, -2.6657, 5.4543)
H (-4.7534, -0.2455, 3.4400)
C (-3.3363, -5.5599, 0.9314)
H (-2.3573, -5.6302, 2.7981)
H (0.5583, -0.0807, -1.0469)
C (-2.9157, 2.5890, -2.3484)
C (5.3934, -0.3022, -3.3188)
H (2.0480, 2.1879, -4.7725)
H (5.0297, -1.5164, 3.1089)
H (4.2881, 0.6267, 1.0949)
H (-5.2150, 2.7254, 0.0084)
H (1.5117, 4.4797, 0.9387)
H (2.2861, -0.7656, -7.7595)
H (-0.4026, 2.2848, 0.5886)
H (3.3284, 4.3994, 2.5011)
C (0.1215, 0.2303, -0.0979)
O (4.2613, 4.2064, -2.9057)
C (2.3123, 1.0925, -6.5930)
C (3.5329, -3.0183, 2.3510)
H (-5.7081, 0.7841, 2.4694)
N (-3.9756, 1.9778, -3.0013)
C (-4.7078, 2.7200, -0.9451)
H (-1.8901, 2.6013, -2.6868)
H (7.2325, 0.5980, -4.1674)
H (6.1134, 3.2348, -4.5865)
H (-2.1736, 4.5877, 2.8632)
C (-1.7244, 1.6884, 3.8911)
C (-7.4429, -3.9830, -1.9360)
O (-1.1227, -4.9698, 1.4416)
H (4.2813, 2.6970, 4.6772)
H (4.8024, 5.6444, -4.1885)
O (2.6119, 3.7477, -1.4456)
C (-3.8741, 1.9124, 4.5599)
C (4.3252, 2.5905, 3.6034)
N (-6.3793, -2.2846, -0.8973)
H (0.8461, -2.3785, 3.8444)
H (2.8626, 5.9450, -4.8525)
C (6.7292, 0.5249, -3.2034)
H (-3.9519, 1.4943, -3.8878)
C (-2.8400, -2.5181, 6.0270)
C (-1.4214, -1.3576, 0.7027)
C (-5.0190, 1.9680, -2.1009)
H (4.5437, 2.7443, -5.0433)
N (1.6232, -0.8433, -5.7269)
O (5.0434, -2.4700, -2.7442)

Results of the Löwdin charge analysis, in e, for atoms 1 through 99:
1 C -0.575
2 O 0.091
3 C -0.105
4 H 0.136
5 H 0.133
6 H 0.101
7 O 0.089
8 C -0.143
9 H 0.111
10 H 0.086
11 H 0.096
12 C -0.099
13 C -0.347
14 H 0.130
15 H 0.105
16 O 0.082
17 H 0.147
18 H 0.078
19 H 0.147
20 C -0.459
21 C -0.135
22 H 0.134
23 H 0.099
24 C -0.109
25 C -0.103
26 N 0.050
27 H 0.084
28 C -0.100
29 C -0.153
30 H 0.091
31 N 0.025
32 C -0.019
33 H 0.061
34 N 0.015
35 O 0.053
36 H 0.134
37 N 0.039
38 H 0.107
39 O 0.131
40 H 0.140
41 C -0.362
42 H 0.086
43 H 0.066
44 C -0.071
45 H 0.081
46 C -0.139
47 C -0.121
48 H 0.090
49 C -0.088
50 O 0.077
51 C -0.141
52 C -0.170
53 C -0.162
54 H 0.142
55 O 0.063
56 H 0.074
57 C 0.007
58 O 0.103
59 H 0.097
60 C -0.267
61 H 0.081
62 C -0.083
63 H 0.131
64 H 0.144
65 H 0.093
66 C -0.010
67 H 0.091
68 C -0.136
69 H 0.124
70 H 0.080
71 H 0.082
72 H 0.099
73 C -0.168
74 H 0.094
75 H 0.056
76 O 0.122
77 H 0.100
78 C -0.110
79 H 0.121
80 O 0.106
81 C -0.168
82 H 0.090
83 C -0.095
84 H 0.094
85 C -0.113
86 O 0.107
87 H 0.068
88 C -0.148
89 C -0.517
90 H 0.144
91 C -0.110
92 H 0.068
93 C -0.004
94 H 0.145
95 H 0.129
96 C -0.127
97 C -0.302
98 H 0.070
99 H 0.076